No. 1
Density functional theory data (ωB97M-V/def2-TZVPD) for C28H33BeN2O as an isolated structure.

```
! wB97M-V def2-TZVPD RIJCOSX def2/J DEFGRID3
* xyz -1 1
C 1.5991 -0.3498 1.5698
C 2.3645 -1.0600 0.6103
C 2.9387 -0.0943 -0.2789
H 2.4892 -2.1491 0.5666
C 2.5381 1.1933 0.1649
C 1.7317 1.0423 1.3224
H 2.8744 2.1375 -0.2573
C -1.3691 -2.4569 2.6351
C -0.3902 -3.4092 2.3523
C -0.1765 -3.4159 0.9264
H 0.1115 -4.0886 3.0547
C -1.0248 -2.4689 0.3368
C -1.7587 -1.7664 1.3995
H 3.5956 -0.3229 -1.1258
H 1.3364 1.8403 1.9477
H 1.0520 -0.8092 2.3704
H -2.7946 -1.4116 1.2617
H 0.5651 -4.0402 0.4157
H -1.8208 -2.2373 3.6082
Be -1.3797 0.0725 1.4491
C -1.1527 -2.1218 -1.1209
C -2.6282 -1.9570 -1.5173
C -0.4232 -3.1307 -2.0207
H -3.1782 -2.8934 -1.3622
H -2.6931 -1.7119 -2.5827
H -3.1457 -1.1734 -0.9386
H -0.8599 -4.1373 -1.9451
H 0.6522 -3.1941 -1.7746
H -0.5359 -2.7948 -3.0625
C -0.3818 -0.7625 -1.3511
C -1.0710 0.4980 -1.0300
H -0.0668 -0.6812 -2.3956
H 0.5487 -0.7983 -0.7717
O -1.6047 0.6682 0.1513
N -1.2629 1.4468 -1.9491
C -0.2467 2.2807 -2.6754
H -2.1315 1.9553 -1.7989
C 0.9535 1.5898 -3.2570
C 2.1812 2.2616 -3.2176
H 2.2137 3.2591 -2.7700
C 3.3285 1.6865 -3.7646
H 4.2645 2.2484 -3.7500
C 3.2613 0.3950 -4.3001
H 4.1674 -0.0694 -4.6912
C 2.0333 -0.2702 -4.3603
H 1.9816 -1.2942 -4.7266
C 0.8573 0.4018 -3.9909
H -0.1316 0.0141 -4.2607
H 0.1160 3.0335 -1.9613
H -0.7821 2.8329 -3.4728
C 0.0928 -0.2844 4.4833
C -0.7809 0.8050 4.0400
C -1.1192 1.8849 4.8688
C -1.6849 2.8804 4.0437
C -1.7020 2.3731 2.7354
C -2.0261 3.1670 1.5414
N -1.2266 1.0565 2.7468
H -0.1671 -1.2472 4.0486
H -0.0058 -0.3896 5.5732
H 1.1499 -0.0716 4.2625
H -0.9113 1.9222 5.9300
H -2.0223 3.8765 4.3122
H -2.9148 2.7978 1.0111
H -2.2709 4.1865 1.8678
H -1.1558 3.2557 0.8736
*
```

Results
E_tot in Eh: -1286.28906
Energy above the lowest of the compared OMol25 structures with the same formula, charge and spin in eV: 0.977
HOMO level in eV: -3.2
Orbital gap in eV: 5.395

---

No. 2
Density functional theory data (ωB97M-V/def2-TZVPD) for a 6-piece molecular cluster, C39H39ClF12O2P overall.

```
! wB97M-V def2-TZVPD RIJCOSX def2/J DEFGRID3
* xyz -1 1
F 5.2783 -2.9232 5.0632
C 4.6336 -1.8580 4.4816
F 3.5449 -1.6458 5.2417
F 5.4643 -0.8001 4.6383
C 4.3242 -2.1780 3.0340
C 2.8574 -2.4462 2.7065
C 1.9869 -1.2277 2.3043
C 0.7570 -1.8894 1.5924
F 1.1942 -2.2081 0.3354
F 0.3996 -3.0636 2.1706
C -0.5279 -1.0650 1.3193
F -0.1855 0.1511 0.8581
F -1.1932 -1.7109 0.3231
C -1.5942 -0.8596 2.4592
F -2.8216 -0.9317 1.8774
F -1.4858 0.3688 3.0033
C -1.6650 -1.8823 3.6206
F -0.5176 -1.9854 4.2837
F -2.6129 -1.4615 4.4773
F -2.0233 -3.0913 3.1559
C 1.6157 -0.2966 3.4634
O 2.6547 0.6409 3.6052
P 3.3406 1.0382 2.0676
Cl 1.5931 2.3013 1.4918
O 2.6425 -0.4106 1.4042
H 4.7746 -1.4684 2.3612
H 4.8421 -3.1121 2.8520
H 2.8701 -3.1428 1.8827
H 2.4150 -2.9110 3.5789
H 1.4745 -0.7806 4.4158
H 0.7574 0.2802 3.1190
H 4.5666 0.4152 2.4771
H 3.8618 2.2339 2.6478
H 3.8566 1.3223 0.7725
C 2.0431 2.9195 -3.6041
C 1.9061 2.3967 -2.3251
C 2.3029 1.0936 -2.0605
C 2.8450 0.3178 -3.0760
C 2.9848 0.8402 -4.3552
C 2.5811 2.1411 -4.6207
H 1.7316 3.9362 -3.8090
H 1.4924 3.0001 -1.5277
H 2.1925 0.6883 -1.0612
H 3.1593 -0.6971 -2.8680
H 3.4092 0.2332 -5.1455
H 2.6869 2.5488 -5.6187
C -5.6432 -1.2092 0.3810
C -6.9595 -1.5567 0.1095
C -7.6415 -0.9411 -0.9306
C -7.0042 0.0186 -1.7040
C -5.6876 0.3645 -1.4339
C -5.0071 -0.2461 -0.3898
H -5.1129 -1.6880 1.1925
H -7.4544 -2.3091 0.7102
H -8.6697 -1.2090 -1.1387
H -7.5341 0.4977 -2.5180
H -5.1895 1.1121 -2.0377
H -3.9825 0.0266 -0.1781
C -9.1087 2.0023 -4.8775
C -7.9536 2.7467 -4.6838
C -8.0288 4.1272 -4.5671
C -9.2602 4.7629 -4.6379
C -10.4156 4.0185 -4.8292
C -10.3398 2.6384 -4.9517
H -9.0493 0.9254 -4.9699
H -6.9936 2.2503 -4.6231
H -7.1275 4.7073 -4.4198
H -9.3192 5.8392 -4.5427
H -11.3761 4.5144 -4.8823
H -11.2404 2.0580 -5.1041
C 7.3925 3.7402 4.4247
C 7.8331 5.0466 4.2574
C 7.4395 5.7725 3.1427
C 6.6007 5.1927 2.1999
C 6.1571 3.8887 2.3707
C 6.5561 3.1597 3.4811
H 7.7009 3.1726 5.2936
H 8.4829 5.4987 4.9966
H 7.7850 6.7902 3.0088
H 6.2886 5.7593 1.3320
H 5.4990 3.4367 1.6406
H 6.2102 2.1417 3.6088
C 1.6959 -6.6480 -3.3603
C 2.3609 -5.4499 -3.1392
C 1.9752 -4.6239 -2.0926
C 0.9284 -4.9982 -1.2627
C 0.2645 -6.1971 -1.4828
C 0.6461 -7.0212 -2.5326
H 1.9954 -7.2909 -4.1783
H 3.1802 -5.1588 -3.7839
H 2.4880 -3.6861 -1.9214
H 0.6318 -4.3539 -0.4488
H -0.5520 -6.4886 -0.8348
H 0.1253 -7.9544 -2.7063
*
```

Results
E_tot in Eh: -3660.03153
HOMO level in eV: -5.6
Orbital gap in eV: 7.731

---

No. 3
Density functional theory data (ωB97M-V/def2-TZVPD) for C6H13NO2 as an isolated structure.

```
! wB97M-V def2-TZVPD RIJCOSX def2/J DEFGRID3
* xyz 0 1
C -1.3855 -0.1022 0.1818
C -1.3478 1.1121 1.0798
C -1.9706 -1.3349 0.8208
C 0.7828 -0.8699 -0.1701
N 0.5793 -1.8426 -1.1349
O 1.3529 -1.0377 0.8941
H -1.7874 0.0867 -0.8154
H 1.2282 -2.6132 -1.0621
H 0.4050 -1.4957 -2.0693
H -1.9445 -2.1928 0.1503
H -0.8599 1.9590 0.5916
H -2.3587 1.4203 1.3590
H -0.7614 0.8834 1.9733
H -1.4312 -1.5823 1.7367
H -3.0197 -1.1497 1.0737
C 2.2992 1.6284 -0.3447
C 1.4834 0.6894 -1.1761
O 1.3439 0.6946 -2.3641
H -0.0634 0.1427 -0.3138
H 1.7326 2.5510 -0.1999
H 2.4827 1.1934 0.6369
H 3.2400 1.8600 -0.8475
*
```

Results
E_tot in Eh: -441.52428
Energy above the lowest of the compared OMol25 structures with the same formula, charge and spin in eV: 4.238
HOMO level in eV: -7.5
Orbital gap in eV: 8.373

---

No. 4
Density functional theory data (ωB97M-V/def2-TZVPD) for a 8-piece molecular cluster, C42H36O26 overall.

```
! wB97M-V def2-TZVPD RIJCOSX def2/J DEFGRID3
* xyz 0 1
O -3.0556 0.3586 2.8159
C -4.0486 -0.2584 3.1949
C -4.6856 0.0216 4.5369
C -5.9586 -0.6534 4.9649
O -6.4726 -0.5914 6.2689
C -6.5046 -1.7914 4.2369
O -7.5216 -2.3974 4.5769
C -5.8366 -2.2274 3.0699
C -4.4956 -1.5184 2.5769
O -4.0036 -1.8744 1.3799
H -4.1836 0.8106 5.0439
H -6.2136 0.0226 6.6829
H -5.8566 -3.0784 2.6039
H -3.1626 -1.4544 1.2739
O 2.2684 -6.4864 -2.5361
C 2.2814 -5.3374 -2.5261
C 1.2994 -4.5604 -3.2541
C 1.3254 -3.0674 -3.2171
O 0.1644 -2.3614 -3.1391
C 2.4794 -2.3404 -2.7751
O 2.5874 -1.1384 -2.9381
C 3.5624 -3.1104 -2.1911
C 3.5134 -4.6444 -2.0951
O 4.5644 -5.4924 -1.6061
H 0.4974 -5.3084 -3.3121
H -0.6316 -2.8684 -3.2831
H 4.5494 -2.7704 -1.8831
H 4.1264 -6.2964 -1.6111
O 3.1654 1.0996 2.4039
C 3.7144 1.7566 3.1839
C 4.3244 2.9806 2.7829
C 4.8654 3.9006 3.8829
O 5.6064 5.0986 3.6439
C 4.6724 3.6036 5.3839
O 5.0564 4.4176 6.2399
C 4.2064 2.3666 5.6739
C 3.8004 1.2396 4.6219
O 3.5474 -0.0114 4.9359
H 4.5084 3.2486 1.7549
H 5.9074 5.2176 2.7439
H 4.2774 1.8996 6.7479
H 3.6214 -0.7604 4.2159
O 2.7454 3.8956 -0.3561
C 3.3564 3.3866 -1.2401
C 4.0674 2.1766 -1.2311
C 5.0364 1.6836 -2.3321
O 5.5304 0.3286 -2.4361
C 5.2364 2.5296 -3.6111
O 6.1314 2.2126 -4.3811
C 4.5074 3.7406 -3.6951
C 3.5524 4.1576 -2.4951
O 2.7884 5.2326 -2.6561
H 3.7824 1.5436 -0.4981
H 6.0884 0.2266 -3.2071
H 4.6484 4.3816 -4.6311
H 2.4124 5.3796 -1.6291
O -7.2326 -3.7984 -1.1521
C -6.8436 -2.6504 -1.0911
C -7.4186 -1.6634 -0.2681
C -6.8876 -0.1494 -0.1491
O -7.5086 0.7626 0.6229
C -5.6736 0.1466 -1.0451
O -5.3136 1.2836 -0.8901
C -5.0216 -0.8154 -1.7841
C -5.5906 -2.3264 -1.8111
O -5.0036 -3.2774 -2.5341
H -8.3176 -1.7264 0.2649
H -8.2096 0.3326 1.0309
H -4.2746 -0.4484 -2.1151
H -5.6426 -3.8174 -2.3811
O 2.6864 0.6836 -5.0631
C 1.8574 1.6326 -5.0961
C 1.8444 2.6286 -6.0461
C 0.8264 3.6906 -6.0081
O 0.8354 4.7416 -6.9211
C -0.2336 3.8586 -4.8961
O -1.0176 4.8216 -4.8711
C -0.0236 2.8926 -3.8211
C 0.8594 1.7016 -3.9911
O 1.0324 0.9206 -2.8821
H 2.6864 2.7706 -6.7021
H 1.3184 4.6486 -7.7121
H -0.6436 3.1746 -3.0501
H 1.3854 0.1676 -3.4331
C 0.9884 -0.5274 0.4259
C -0.5616 -0.5204 0.6769
C -1.2186 0.2366 -0.4661
O -1.1676 -1.2674 1.4059
H 1.2704 -1.6794 0.2289
H 1.4994 -0.1704 1.3779
H 1.2264 0.0306 -0.4811
H -0.9956 -0.4374 -1.3231
H -0.9476 1.3486 -0.4171
H -2.3956 0.3686 -0.2741
C -0.5616 -1.2254 4.6889
C -0.4526 -2.7444 4.7579
C -0.2156 -3.4334 3.4299
O -0.4016 -3.2564 5.8669
H -1.2076 -0.8534 3.9029
H 0.3904 -0.8814 4.3709
H -0.8216 -0.8524 5.6779
H 0.3924 -2.8624 2.6709
H -1.2786 -3.4454 3.0409
H 0.2384 -4.5334 3.5569
*
```

Results
E_tot in Eh: -3577.41124
Energy above the lowest of the compared OMol25 structures with the same formula, charge and spin in eV: 5.270
HOMO level in eV: -8.8
Orbital gap in eV: 6.276

---

> The lowest HOMO level belongs to which entry?

C42H36O26

---

> The highest E_tot belongs to which entry?

C6H13NO2

---

> Which value of HOMO level does entry 2 give?

-5.6 eV

---

> Among the records above, which one has the lowest HOMO level?

C42H36O26